Molecular formula: C3H6NO4P
Method: DFT, ωB97M-V/def2-TZVPD

Each line ends with the Löwdin charge.
Element x y z (Å)
C: 2.750 0.365 0.516  -0.253
C: -0.587 0.057 -1.543  -0.053
C: -1.168 0.229 -0.290  -0.177
N: 3.898 -0.097 0.402  -0.344
O: -3.580 0.704 -1.342  -0.247
O: -3.653 -1.055 0.633  -0.442
O: -3.146 1.547 1.039  -0.429
O: 5.044 0.542 0.583  -0.414
P: -3.045 0.290 0.192  0.289
H: 1.926 -0.291 0.171  0.006
H: 2.282 1.330 0.775  0.024
H: 0.444 0.177 -1.748  0.010
H: -1.288 -0.012 -2.303  -0.008
H: -0.569 0.424 0.574  0.024
H: -3.273 1.604 -1.234  0.013

Properties
frontier orbital gap = 5.8 eV
LUMO = 5.982 eV
relative energy (zero: lowest compared OMol25 entry of this formula, charge and spin) = 37.20 kcal per mole
DFT total energy = -814.963690 Ha
net charge = -2

---

Molecular formula: C4H4O
Method: DFT, ωB97M-V/def2-TZVPD

Each line ends with the Löwdin charge.
Element x y z (Å)
O: 0.468 -0.688 -0.986  0.016
C: 1.045 0.258 -0.300  -0.104
C: 0.128 0.773 0.638  -0.192
C: -1.224 0.100 0.414  -0.062
C: -0.842 -0.802 -0.551  -0.175
H: 2.075 0.465 -0.562  0.136
H: 0.292 1.678 1.212  0.116
H: -0.108 -0.106 1.380  0.163
H: -1.364 -1.563 -1.114  0.103

Properties
frontier orbital gap = 8.9 eV
LUMO = 0.325 eV
relative energy (zero: lowest compared OMol25 entry of this formula, charge and spin) = 89.52 kcal per mole
DFT total energy = -229.885292 Ha
net charge = 0

---

Molecular formula: C2H10N2O3
Method: DFT, ωB97M-V/def2-TZVPD

Each line ends with the Löwdin charge.
Element x y z (Å)
C: 0.445 -0.220 2.100  -0.083
N: 0.916 0.125 0.765  -0.003
C: 0.229 1.119 0.087  -0.646
N: 0.808 1.509 -1.086  0.173
O: -0.813 1.618 0.493  0.027
H: 1.103 -0.996 2.493  0.085
H: 0.501 0.653 2.734  0.081
H: -0.600 -0.511 2.109  0.069
H: 1.151 -0.666 0.185  0.084
H: 1.702 1.156 -1.376  0.103
H: 0.293 2.103 -1.705  0.104
O: -1.956 -1.159 -0.603  -0.043
H: -2.535 -1.435 0.111  0.055
H: -1.671 -0.252 -0.410  0.024
O: 0.717 -1.967 -1.456  -0.071
H: -0.127 -1.789 -1.002  -0.001
H: 0.781 -2.924 -1.522  0.043

Properties
frontier orbital gap = 10.3 eV
LUMO = 0.687 eV
relative energy (zero: lowest compared OMol25 entry of this formula, charge and spin) = 0.00 kcal per mole
SMILES = CNC(N)=O.O.O
DFT total energy = -417.473530 Ha
net charge = 0